(1)
Computed, not measured: 2 unconnected molecules or ions with the total composition C3H6NO4 in a non-equilibrium geometry, with ωB97M-V/def2-TZVPD.

Each atom is followed by the atoms it is bonded to, with distances in Å.
Element x y z (Å)
1 C -0.4938 1.2480 2.4245  N2 1.336, O7 1.227, H8 1.106
2 N -0.2596 0.9426 1.1447  C1 1.336, C3 1.455, H9 1.013
3 C 0.7532 -0.0107 0.7169  N2 1.455, C4 1.544, H10 1.093, H11 1.096
4 C 0.4719 -0.5322 -0.7090  C3 1.544, O5 1.233, O6 1.276
5 O 1.3511 -1.2229 -1.2291  C4 1.233
6 O -0.6452 -0.1804 -1.2155  C4 1.276
7 O 0.2329 1.0337 3.3896  C1 1.227
8 H -1.4655 1.7383 2.6225  C1 1.106
9 H -0.9821 1.1843 0.4771  N2 1.013
10 H 1.7567 0.4107 0.8161  C3 1.093
11 H 0.8299 -0.8001 1.4734  C3 1.096
12 H -0.3247 -1.5558 -4.0326  O14 0.972
13 H -0.8192 -0.7628 -2.7858  O14 0.980
14 O -1.0981 -1.0964 -3.6642  H12 0.972, H13 0.980

Results
Charge ... -1
HOMO level ... -5.30 eV


(2)
Computed, not measured: a gas-phase ion, C4H10N2O (charge +1) in a non-equilibrium geometry, with ωB97M-V/def2-TZVPD.

Each atom is followed by the atoms it is bonded to, with distances in Å.
Element x y z (Å)
1 C 0.1690 0.0087 -0.6337  N2 1.503, C5 1.567, H8 1.101, H9 1.071
2 N -0.0599 1.2388 -1.4659  C1 1.503, C3 1.376, H10 1.086
3 C 1.0873 1.8648 -1.8975  N2 1.376, O4 1.229, H11 1.228
4 O 2.2343 1.7622 -1.4674  C3 1.229
5 C -0.6389 -0.0974 0.7044  C1 1.567, C6 1.585, N7 1.576, H12 1.209
6 C -0.8828 -1.6389 0.9813  C5 1.585, H13 1.154, H14 1.150, H15 1.067
7 N 0.1897 0.2889 1.9884  C5 1.576, H16 1.175, H17 1.035
8 H 1.2467 -0.1259 -0.4541  C1 1.101
9 H 0.1785 -0.8908 -1.2151  C1 1.071
10 H -0.7878 1.3530 -2.2642  N2 1.086
11 H 0.8325 2.5056 -2.9142  C3 1.228
12 H -1.6911 0.4935 0.6395  C5 1.209
13 H 0.1386 -2.1370 0.7831  C6 1.154
14 H -1.1899 -1.7518 2.0834  C6 1.150
15 H -1.4721 -2.1911 0.2836  C6 1.067
16 H 1.0155 -0.5386 2.1040  N7 1.175
17 H -0.3695 -0.1440 2.7442  N7 1.035

Results
Charge ... +1
HOMO level (spin up / spin down) ... -13.38 / -13.38 eV
2S+1 ... 2


(3)
Computed, not measured: 7 unconnected molecules or ions with the total composition C17H21F3N4O9 in a non-equilibrium geometry, with ωB97M-V/def2-TZVPD.

Each atom is followed by the atoms it is bonded to, with distances in Å.
Element x y z (Å)
1 O -2.0316 -0.3118 4.5805  C2 1.184
2 C -0.9027 -0.4315 4.2432  O1 1.184, O3 1.352, O7 1.360
3 O -0.3039 -1.6202 4.0083  C2 1.352, C4 1.422
4 C 1.0160 -1.3998 3.5258  O3 1.422, C5 1.549, H8 1.088, H9 1.086
5 C 1.1318 0.1414 3.4160  C4 1.549, F6 1.370, O7 1.393, H10 1.092
6 F 1.1999 0.4580 2.0853  C5 1.370
7 O -0.0346 0.5935 4.0287  C2 1.360, C5 1.393
8 H 1.7256 -1.7708 4.2627  C4 1.088
9 H 1.0800 -1.7680 2.5058  C4 1.086
10 H 2.0506 0.4501 3.9185  C5 1.092
11 O -1.4455 -1.9449 1.0138  C12 1.185
12 C -1.1070 -1.1536 0.1991  O11 1.185, O13 1.337, O17 1.347
13 O -1.9270 -0.4808 -0.6151  C12 1.337, C14 1.433
14 C -1.2197 0.6449 -1.1488  O13 1.433, C15 1.543, H18 1.085, H19 1.094
15 C 0.2122 0.0710 -1.1708  C14 1.543, F16 1.361, O17 1.424, H20 1.090
16 F 1.1098 1.0658 -0.9322  C15 1.361
17 O 0.1747 -0.8663 -0.0998  C12 1.347, C15 1.424
18 H -1.6778 0.8190 -2.1172  C14 1.085
19 H -1.4169 1.4334 -0.4166  C14 1.094
20 H 0.4532 -0.3968 -2.1258  C15 1.090
21 O 6.9481 2.8567 -3.5307  C22 1.175
22 C 6.0113 2.3431 -3.0408  O21 1.175, O23 1.359, O27 1.343
23 O 5.0622 2.9843 -2.3093  C22 1.359, C24 1.425
24 C 4.0911 2.0509 -1.8435  O23 1.425, C25 1.535, H28 1.088, H29 1.092
25 C 4.4520 0.7493 -2.5733  C24 1.535, F26 1.369, O27 1.420, H30 1.086
26 F 3.6636 0.5836 -3.6798  C25 1.369
27 O 5.7466 1.0271 -3.0852  C22 1.343, C25 1.420
28 H 4.0425 1.9905 -0.7583  C24 1.088
29 H 3.1574 2.4613 -2.2324  C24 1.092
30 H 4.4848 -0.1503 -1.9663  C25 1.086
31 C -2.6513 -4.0147 3.0976  C32 1.471, H34 1.084, H35 1.091, H36 1.089
32 C -3.0468 -4.8862 4.2148  C31 1.471, N33 1.141
33 N -3.3822 -5.5668 5.0672  C32 1.141
34 H -1.8579 -4.4289 2.4856  C31 1.084
35 H -2.2854 -3.0570 3.4710  C31 1.091
36 H -3.5617 -3.7709 2.5526  C31 1.089
37 C -4.2261 4.8956 -0.6233  C38 1.473, H40 1.089, H41 1.086, H42 1.089
38 C -3.3340 3.9401 0.0551  C37 1.473, N39 1.146
39 N -2.6428 3.2242 0.6229  C38 1.146
40 H -5.1925 4.4010 -0.7045  C37 1.089
41 H -3.9314 5.1601 -1.6350  C37 1.086
42 H -4.1888 5.7759 0.0165  C37 1.089
43 C 3.1392 -2.4739 0.6871  C44 1.471, H46 1.088, H47 1.088, H48 1.088
44 C 3.1398 -2.5118 -0.7837  C43 1.471, N45 1.146
45 N 3.1420 -2.5463 -1.9291  C44 1.146
46 H 2.4000 -3.1787 1.0626  C43 1.088
47 H 2.8531 -1.4754 1.0117  C43 1.088
48 H 4.1376 -2.7317 1.0327  C43 1.088
49 C -4.0285 0.2123 -4.4019  C50 1.465, H52 1.089, H53 1.091, H54 1.085
50 C -4.1261 1.0363 -3.1948  C49 1.465, N51 1.150
51 N -4.1752 1.6142 -2.2022  C50 1.150
52 H -4.4813 -0.7586 -4.2086  C49 1.089
53 H -2.9680 0.0197 -4.5717  C49 1.091
54 H -4.4785 0.6921 -5.2641  C49 1.085

Results
SMILES string ... O=C1OC[C@@H](F)O1.O=C1OC[C@@H](F)O1.O=C1OC[C@@H](F)O1.CC#N.CC#N.CC#N.CC#N
Charge ... 0
HOMO level ... -11.21 eV


For each record above, in turn, the calculated energy relative to the best compared isomer or geometry (same formula, charge and spin) values are 85.29 385.19 24.01 kJ/mol.
For each record above, in turn, the calculated total energy values are -12891.186 -9325.937 -50508.869 eV.